# 1
{"formula": "C3H8Cl3N5", "method": "ωB97M-V/def2-TZVPD", "species": ["C", "C", "C", "N", "N", "N", "N", "N", "Cl", "Cl", "Cl", "H", "H", "H", "H", "H", "H", "H", "H"], "xyz": [[1.8551, -1.0079, 0.1132], [-0.1975, -1.9133, 0.9162], [0.1719, 0.1811, -0.9371], [1.1746, -1.8654, 0.7121], [1.4154, 0.2363, -0.3333], [-0.9133, -0.6404, 0.7675], [2.1891, 1.3648, -0.4479], [-2.2664, -0.7885, 0.3749], [3.5553, -1.2743, -0.0305], [-0.8658, -3.3289, -0.0584], [0.1498, -1.0441, -2.1930], [-0.4901, -2.0567, 2.0236], [-0.4565, 0.9669, -1.0939], [3.1683, 1.1724, 0.0700], [1.8153, 2.1427, 0.0112], [2.4966, 1.6866, -1.3817], [-2.4255, -1.6901, 0.0371], [-2.5177, 0.0095, -0.3009], [-2.8010, -0.8048, 1.3245]], "mulliken_charge": [0.5604, -0.1484, -0.4169, -0.2538, 0.1306, -0.5202, -0.4261, -0.0418, -0.1153, -0.1020, 0.0569, 0.4709, 0.6313, 0.4107, 0.3627, 0.3667, 0.2475, 0.3885, 0.3983], "orbital_gap_ha": [0.310, 0.310], "relative_energy_ev": 2.172, "charge": 2}

---

# 2
{"formula": "C31H35Cl2FN2O3Sc", "method": "ωB97M-V/def2-TZVPD", "species": ["Sc", "C", "C", "C", "C", "C", "C", "C", "C", "C", "C", "C", "C", "N", "C", "C", "C", "C", "C", "C", "F", "H", "H", "H", "H", "H", "H", "H", "H", "H", "H", "H", "H", "H", "H", "H", "H", "H", "H", "H", "H", "H", "Cl", "C", "C", "C", "Cl", "C", "O", "C", "C", "O", "C", "H", "H", "H", "O", "C", "C", "C", "C", "C", "C", "N", "H", "H", "H", "H", "H", "H", "H", "H", "H", "H", "H"], "xyz": [[-0.6628, -0.6270, -1.0433], [3.3947, 0.6030, 2.3351], [2.1474, 1.3724, 1.8721], [2.4106, 2.8800, 1.9994], [0.9430, 0.8748, 2.6668], [1.0341, 0.9068, 4.0547], [0.0630, 0.3366, 4.8556], [-0.9809, -0.3430, 4.2578], [-1.1267, -0.3899, 2.8739], [-2.2070, -1.3189, 2.3450], [-3.1648, -0.7344, 1.3096], [-1.5576, -2.6192, 1.8619], [-0.2023, 0.2996, 2.0675], [-0.4226, 0.4785, 0.6507], [-0.7108, 1.8026, 0.2728], [-1.1984, 2.7988, 1.1338], [-1.4321, 4.0890, 0.6865], [-1.1913, 4.4548, -0.6338], [-0.7365, 3.4948, -1.5222], [-0.5278, 2.2317, -1.0406], [-0.0868, 1.2450, -1.9505], [4.2562, 0.8461, 1.7081], [3.2338, -0.4787, 2.3127], [3.6597, 0.8760, 3.3605], [1.9718, 1.1401, 0.8220], [2.5670, 3.1506, 3.0492], [1.5837, 3.4756, 1.6168], [3.3155, 3.1561, 1.4470], [1.8968, 1.3765, 4.5203], [0.1455, 0.3803, 5.9354], [-1.7049, -0.8654, 4.8766], [-2.8204, -1.5873, 3.2042], [-2.6701, -0.6028, 0.3584], [-3.5286, 0.2493, 1.6116], [-4.0173, -1.3992, 1.1610], [-0.8510, -2.4420, 1.0599], [-2.3040, -3.3300, 1.5005], [-0.9920, -3.0912, 2.6663], [-1.3790, 2.5388, 2.1695], [-1.8024, 4.8274, 1.3882], [-1.3635, 5.4688, -0.9734], [-0.5454, 3.7198, -2.5669], [-6.9403, -4.3173, -1.8603], [-5.3257, -3.7067, -1.7775], [-4.2793, -4.5839, -1.4485], [-2.9862, -4.1405, -1.3821], [-1.7031, -5.2320, -1.0112], [-2.6635, -2.7868, -1.6174], [-1.4364, -2.3590, -1.5341], [-3.7376, -1.9227, -1.9465], [-3.4885, -0.5422, -2.1645], [-2.3899, 0.0280, -1.9979], [-5.0624, -2.3967, -2.0319], [-4.5024, -5.6254, -1.2561], [-4.3280, 0.0751, -2.4933], [-5.8643, -1.7123, -2.2955], [1.2345, -1.1316, -1.5475], [2.1713, -1.1270, -2.3796], [2.0456, -0.4937, -3.7260], [3.0159, 0.7378, -3.6897], [3.3930, 1.3158, -2.2968], [4.4880, 0.5717, -1.4989], [4.0372, -0.7761, -0.9211], [3.4009, -1.5238, -2.0379], [1.0160, -0.1997, -3.8976], [2.3387, -1.1856, -4.5188], [2.5584, 1.5317, -4.2780], [3.9413, 0.4701, -4.2058], [2.5029, 1.4237, -1.6711], [3.7555, 2.3281, -2.4675], [4.8280, 1.2164, -0.6872], [5.3553, 0.4077, -2.1499], [3.3014, -0.6518, -0.1349], [4.8702, -1.3478, -0.5216], [4.0180, -1.5885, -2.8341]], "mulliken_charge": [-0.0496, -1.6009, 2.5971, -1.5961, 0.6421, -0.5670, -1.5139, -1.0967, 0.6862, 0.5430, -1.2990, -1.2340, -0.5763, 1.9788, 2.0422, -1.0892, -0.8450, -0.6735, -1.0295, -0.4688, -0.2032, 0.3348, 0.3807, 0.4585, -1.4669, 0.3490, 0.2958, 0.4339, 0.3547, 0.3973, 0.4120, 0.6831, 0.0884, 0.4227, 0.5049, 0.0870, 0.3894, 0.4377, 0.5083, 0.4550, 0.4286, 0.5217, -0.1987, 0.1223, -0.4787, 0.5712, -0.1617, 0.0579, -0.4509, 0.7086, -0.2294, -0.4616, -1.0749, 0.4729, 0.4255, 0.4395, -0.4239, 0.0314, -0.5893, -0.8346, 0.1753, -0.7475, -0.3881, 0.0198, 0.1223, 0.5175, 0.4744, 0.3452, -0.5023, 0.4323, 0.4314, 0.3836, 0.0324, 0.2937, 0.3608], "orbital_gap_ha": 0.249, "charge": 1}

---

# 3
{"formula": "C10H19LuN2", "method": "ωB97M-V/def2-TZVPD", "species": ["C", "C", "H", "H", "H", "H", "Lu", "C", "C", "C", "C", "H", "H", "H", "C", "H", "H", "N", "C", "C", "C", "N", "H", "H", "H", "H", "H", "H", "H", "H", "H", "H"], "xyz": [[-0.5224, -3.3471, 2.1915], [-1.7836, -3.3954, 1.7504], [-0.3247, -2.7233, 3.0889], [0.2519, -3.7332, 1.4948], [-1.8858, -3.7507, 0.6985], [-2.5613, -2.9338, 2.3818], [-0.0393, 0.2697, -1.1107], [1.4774, -1.2938, -1.9896], [0.2449, -1.9573, -1.6101], [-0.1682, -0.4215, -3.3475], [1.2456, -0.3493, -3.0486], [0.0721, -2.7577, -0.8526], [-1.7955, -1.7800, -2.4076], [-0.6483, 0.1702, -4.1457], [-0.7701, -1.4141, -2.4858], [2.0079, 0.2183, -3.6635], [2.4384, -1.5757, -1.5874], [0.9731, 2.0960, -0.6630], [1.4680, 2.3268, 0.7997], [0.3191, 2.8458, 1.6499], [-1.0398, 2.1029, 1.4970], [-0.8618, 0.6597, 1.1937], [0.4506, 2.8851, -1.1247], [1.7391, 1.7897, -1.2975], [1.7866, 1.3445, 1.1871], [2.3796, 2.9628, 0.8315], [0.5898, 2.7230, 2.7198], [0.2036, 3.9421, 1.5364], [-1.5617, 2.1939, 2.4553], [-1.6974, 2.5898, 0.7482], [-1.7169, 0.0979, 1.2177], [-0.2710, 0.2148, 1.8922]], "mulliken_charge": [-0.5577, -0.5620, 0.2976, 0.2892, 0.2785, 0.3193, 1.5689, -0.4107, -0.1971, -0.5693, -0.5625, 0.4124, 0.5361, 0.5010, -0.6619, 0.5158, 0.4999, -0.7329, -0.5732, -0.4974, -0.6290, -0.6891, 0.3351, 0.3862, 0.2659, 0.3898, 0.3649, 0.3475, 0.4008, 0.3263, 0.3456, 0.2621], "orbital_gap_ha": 0.281, "relative_energy_ev": 0.000, "charge": 2}

---

# 4
{"formula": "C33H31CoGeN4OS", "method": "ωB97M-V/def2-TZVPD", "species": ["Co", "N", "C", "S", "N", "N", "C", "C", "C", "C", "C", "C", "C", "O", "H", "H", "H", "H", "H", "H", "H", "C", "Ge", "C", "C", "C", "C", "C", "C", "C", "C", "C", "C", "C", "C", "C", "C", "C", "C", "H", "H", "H", "H", "H", "H", "H", "H", "H", "H", "H", "H", "H", "H", "H", "C", "C", "C", "C", "C", "C", "C", "C", "N", "H", "H", "H", "H", "H", "H", "H", "H", "H"], "xyz": [[-0.7595, -1.8586, -0.9161], [-5.0184, -1.3580, -0.7662], [-3.6668, -1.7067, -0.7568], [-2.7239, -1.1628, -2.0863], [-3.2364, -2.4138, 0.2281], [-1.9262, -2.7836, 0.2178], [-1.5179, -3.2253, 1.3914], [-0.2008, -3.5903, 1.7350], [0.0719, -4.0284, 3.0425], [1.3318, -4.4240, 3.4301], [2.3689, -4.3960, 2.5044], [2.1564, -3.9057, 1.2324], [0.8886, -3.4606, 0.8015], [0.7450, -2.9535, -0.3738], [-5.1578, -0.4616, -1.2138], [-5.4091, -1.3792, 0.1676], [-2.2788, -3.2738, 2.1688], [-0.7384, -4.0550, 3.7622], [1.5239, -4.7376, 4.4504], [3.3579, -4.7386, 2.7926], [2.9790, -3.8438, 0.5307], [0.6282, 0.7337, -1.1814], [-0.5460, 0.1784, 0.4022], [-2.0951, 1.4720, 0.2563], [-2.4750, 2.0897, -0.9305], [-3.7126, 2.6885, -1.0765], [-4.6130, 2.6846, -0.0244], [-4.2581, 2.0775, 1.1712], [-3.0233, 1.4740, 1.2960], [0.7311, 0.8465, 1.8332], [1.6854, -0.1130, 2.1196], [2.6867, 0.0785, 3.0644], [2.7420, 1.2581, 3.7719], [1.7931, 2.2680, 3.5398], [1.8197, 3.4756, 4.2724], [0.8848, 4.4594, 4.0499], [-0.0883, 4.2794, 3.0661], [-0.1308, 3.1185, 2.3284], [0.7819, 2.0675, 2.5499], [0.4683, 1.7451, -1.5884], [-0.5820, -0.1323, -2.5289], [1.6679, 0.6876, -0.8653], [-1.7908, 2.0895, -1.7694], [-3.9834, 3.1534, -2.0194], [-5.5909, 3.1401, -0.1381], [-4.9585, 2.0654, 2.0008], [-2.7552, 0.9754, 2.2206], [1.6471, -1.0556, 1.5910], [3.4099, -0.7079, 3.2500], [3.5130, 1.4236, 4.5173], [2.5858, 3.6097, 5.0310], [0.9069, 5.3750, 4.6328], [-0.8167, 5.0624, 2.8854], [-0.8803, 2.9868, 1.5635], [3.1088, -1.1370, -1.9477], [2.6018, -0.4927, -3.1993], [3.4700, -0.2617, -4.2541], [3.0172, 0.2763, -5.4465], [1.6632, 0.5265, -5.6022], [0.7676, 0.2961, -4.5722], [-0.6989, 0.5537, -4.7752], [1.2414, -0.1620, -3.3283], [0.3804, -0.2756, -2.2268], [3.9146, -1.8303, -2.1917], [2.3079, -1.6764, -1.4444], [3.5001, -0.3957, -1.2497], [4.5202, -0.5076, -4.1356], [3.7141, 0.4900, -6.2477], [1.2928, 0.9287, -6.5381], [-0.9054, 0.8144, -5.8129], [-1.0416, 1.3765, -4.1466], [-1.2955, -0.3214, -4.5149]], "mulliken_charge": [-0.0733, -0.5824, 0.3735, -0.5821, -1.0030, 0.8535, -0.6553, 1.0985, -0.7150, -0.5227, -0.5570, -0.3267, 0.0194, -0.8665, 0.2428, 0.3018, 0.2359, 0.3086, 0.3478, 0.3283, 0.3821, -1.6311, 1.5083, -0.2747, 0.2869, -0.5182, -0.4429, -0.7234, -0.0379, -0.2593, -0.1873, -1.0129, -0.8990, 0.9183, -0.7843, -0.3911, -0.9254, -0.2713, 0.5472, 0.4027, -0.4548, 0.6425, -0.2068, 0.3315, 0.2967, 0.3443, 0.3479, 0.0390, 0.4614, 0.2803, 0.3211, 0.3479, 0.4077, 0.4188, -1.6544, 1.1154, -0.6440, -0.8394, -0.6221, 0.6963, -1.3143, -0.1427, 1.1248, 0.5053, 0.0235, 0.3199, 0.4054, 0.3368, 0.3482, 0.3879, 0.1632, 0.3002], "multiplicity": 3, "s2": 2.051, "orbital_gap_ha": [0.167, 0.172], "charge": -2}

---

# 5
{"formula": "C23H20N2O5S", "method": "ωB97M-V/def2-TZVPD", "species": ["C", "O", "C", "C", "C", "C", "C", "C", "C", "O", "C", "C", "C", "C", "S", "C", "O", "C", "O", "N", "C", "C", "C", "C", "C", "N", "C", "C", "C", "O", "C", "H", "H", "H", "H", "H", "H", "H", "H", "H", "H", "H", "H", "H", "H", "H", "H", "H", "H", "H", "H"], "xyz": [[5.1374, -1.4568, -0.8209], [3.9380, -1.5201, -1.5608], [2.7575, -1.0830, -1.0454], [1.7081, -1.0802, -1.9615], [0.4340, -0.6817, -1.6132], [0.1849, -0.2552, -0.3192], [-1.2059, 0.1552, 0.0978], [-1.8155, 1.1904, -0.8165], [-1.1924, 2.5163, -0.9278], [-0.5915, 3.0116, 0.0113], [-1.3068, 3.2012, -2.2099], [-1.0561, 4.5333, -2.4363], [-1.1867, 4.8941, -3.7853], [-1.5118, 3.8314, -4.5757], [-1.6841, 2.3810, -3.6876], [-2.9635, 0.6980, -1.3210], [-3.8893, 1.2347, -2.1191], [-3.1772, -0.6829, -0.8054], [-4.1301, -1.3882, -1.0847], [-2.1426, -0.9490, 0.0117], [-1.8802, -2.2378, 0.6099], [-1.4008, -2.0720, 2.0230], [-2.2005, -1.4661, 2.9863], [-1.6911, -1.2683, 4.2584], [-0.3899, -1.6745, 4.5155], [0.3776, -2.2573, 3.6100], [-0.1189, -2.4553, 2.4018], [1.2189, -0.2453, 0.6046], [2.5019, -0.6642, 0.2761], [3.5227, -0.7016, 1.1859], [3.2517, -0.3616, 2.5268], [5.9131, -1.7814, -1.5146], [5.3512, -0.4400, -0.4858], [5.1178, -2.1249, 0.0421], [1.9297, -1.4089, -2.9642], [-0.3594, -0.6972, -2.3452], [-1.1709, 0.5454, 1.1236], [-0.7984, 5.2099, -1.6417], [-1.0418, 5.8921, -4.1582], [-1.6614, 3.8208, -5.6376], [-4.5900, 0.5652, -2.2263], [-2.8215, -2.7955, 0.5696], [-1.1248, -2.7744, 0.0217], [-3.2036, -1.1513, 2.7347], [-2.2850, -0.8030, 5.0293], [0.0636, -1.5273, 5.4867], [0.5446, -2.9369, 1.6944], [1.0112, 0.0970, 1.6052], [2.9392, 0.6830, 2.6210], [4.1960, -0.5009, 3.0513], [2.4925, -1.0177, 2.9650]], "mulliken_charge": [-0.7204, -0.4920, 0.4622, -1.1355, -0.4641, -0.8803, -0.1530, -1.0614, 0.4690, -0.6468, 0.0605, -0.6275, -0.4675, -0.4884, 0.0566, 1.0033, -0.6272, 0.8242, -0.7522, 0.3246, -1.0605, 0.6250, -0.2056, -0.5593, -0.3648, -0.6522, -0.2291, 0.1739, 1.1870, -0.5384, -0.8076, 0.3085, 0.2671, 0.2369, 0.4411, 0.4795, 0.3820, 0.4929, 0.4161, 0.4292, 0.2960, 0.5905, 0.3032, 0.4478, 0.4056, 0.3875, 0.4335, 0.5559, 0.3193, 0.2852, 0.2699], "smiles": "COc1ccc([C@H]2C(C(=O)c3cccs3)=C(O)C(=O)N2Cc2cccnc2)cc1OC", "orbital_gap_ha": 0.288, "relative_energy_ev": 2.693, "charge": 0}

---

# 6
{"formula": "C4H5GdLiO6", "method": "ωB97M-V/def2-TZVPD", "species": ["O", "C", "C", "O", "C", "O", "O", "H", "H", "H", "H", "H", "O", "C", "O", "Li", "Gd"], "xyz": [[-2.6436, -2.4932, 0.5758], [-3.2531, -1.3196, 0.0341], [-2.5845, -0.0962, 0.6587], [-1.1992, -0.2438, 0.8258], [-0.3278, -0.0363, -0.4024], [-0.6745, -0.9015, -1.3324], [-0.2763, 1.2626, -0.7025], [-3.1394, -3.2703, 0.3082], [-4.3273, -1.3039, 0.2745], [-3.1245, -1.3135, -1.0552], [-2.9980, 0.0681, 1.6652], [-2.8199, 0.7876, 0.0417], [2.1529, 0.1903, 0.0223], [1.1298, -0.5487, 0.2164], [1.2203, -1.7158, 0.6539], [-0.6955, -2.2369, 0.1366], [1.8185, 2.4243, -0.3284]], "mulliken_charge": [-0.5793, -0.3942, -0.4544, -0.4545, 0.9837, -0.7735, -0.7449, 0.3088, 0.3947, 0.2837, 0.3534, 0.2739, -0.5715, 0.8454, -0.6963, 0.9170, 0.3081], "multiplicity": 9, "s2": 20.350, "orbital_gap_ha": [0.222, 0.162], "charge": 0}

---

no.,F_max (eV Å⁻¹)
1,5.01
2,0.94
3,4.28
4,2.21
5,0.71
6,2.77